A structure of composition CH2N3O4 at a distorted geometry, computed with ωB97M-V/def2-TZVPD.

Geometry (Å):
C  -0.254  1.873  -0.193
N  -1.098  -1.025  -0.293
N  -0.008  -0.033  -0.252
N  1.147  -0.599  0.127
O  -1.307  1.918  0.300
O  0.706  2.255  -0.703
O  2.139  0.072  0.184
O  1.182  -1.823  0.473
H  -1.766  -0.673  0.385
H  -0.741  -1.965  -0.029

Atomic forces in eV per Å
C -0.06 -1.13 -0.25
N 0.72 0.75 -0.18
N 0.67 -3.25 0.02
N -2.51 -1.44 0.46
O -2.28 0.76 1.15
O 1.83 1.65 -0.96
O 1.91 1.51 -0.09
O -0.22 0.17 -0.42
H -0.04 -0.25 0.15
H -0.02 1.24 0.12

## Properties
* orbital gap: 8.2 eV
* relative energy (zero: lowest compared OMol25 entry of this formula, charge and spin): 53.8 kJ/mol
* LUMO level: 4.1 eV
* strongest force on any atom: 3.3 eV Å⁻¹
* spin multiplicity: 1
* net charge: -1

Löwdin atomic charge list, values in e, 8 entries:
1. C -0.6258
2. N 0.0072
3. N -0.0508
4. N -0.5068
5. O 0.0959
6. O 0.1289
7. O -0.0213
8. O -0.1146